No. 1
59
Properties=species:S:1:pos:R:3:forces:R:3:lowdin_charge:R:1 method="wB97M-V/def2-TZVPD" homo_lumo_gap_ev=1.13 energy_ev=-216329.150 multiplicity=1 charge=+1 e_homo_ev=-9.163
C 1.171364 -5.591240 0.778485 0.2 -0.2 1.1 -0.18
C 1.852439 -4.286084 1.089303 -0.4 -0.8 -0.3 -0.76
I 2.959479 -4.311560 2.921374 0.0 -0.2 -0.6 1.04
C 1.816272 -3.191840 0.352360 0.4 0.8 -0.3 -0.56
I 0.747947 -3.177836 -1.518522 0.4 0.2 0.6 0.99
B 2.506994 -1.823642 0.735416 1.4 0.0 0.2 -0.76
O 3.185578 -1.016085 -0.170357 -1.6 0.0 -0.1 0.21
B 2.667602 0.287977 -0.115132 1.0 1.0 -0.1 -0.32
O 2.026490 0.795732 1.011705 -0.8 -0.9 -0.7 0.30
B 1.548626 -0.188775 1.833972 0.8 0.3 1.1 -0.52
C 0.117290 -0.196465 2.499050 -0.3 -0.4 -0.1 0.02
C -0.846330 -1.200838 1.817245 0.8 0.2 -0.3 -0.12
O -2.052413 -0.458900 1.467873 -0.4 -0.6 0.4 -0.07
C -2.917463 -1.172529 0.738730 -0.1 0.2 -0.8 -0.38
O -2.888979 -1.316517 -0.441636 -0.1 -0.2 0.4 0.13
O 2.421119 -1.281749 2.016165 -1.7 -0.6 -0.6 0.22
H 0.387502 -5.730530 1.537418 0.0 0.0 -0.2 0.08
H 0.724359 -5.640187 -0.210461 0.2 0.1 0.0 0.01
H 1.868462 -6.419062 0.936645 -0.1 0.1 -0.2 0.07
H 2.774269 1.022279 -1.036542 0.0 -0.4 0.4 0.04
H 0.181362 -0.515917 3.543335 0.1 0.5 0.0 0.13
H -0.345288 0.788118 2.394344 0.1 -0.1 0.2 0.10
H -0.447640 -1.620854 0.886733 -0.1 0.1 0.0 0.08
H -1.084690 -2.050851 2.467321 -0.2 0.2 0.0 0.14
H -3.783202 -1.606466 1.324189 0.7 0.4 0.2 0.07
C 3.898903 0.730407 -4.241892 -1.0 -0.2 0.4 -1.47
Cl 3.400738 1.927321 -3.094054 0.5 0.5 -0.4 0.72
Cl 5.664120 0.879604 -4.558478 0.7 0.2 -0.2 0.46
Cl 3.499453 -0.866426 -3.632767 0.2 -0.2 -0.2 0.58
H 3.375571 0.895462 -5.175619 0.3 0.0 -0.1 0.03
O 5.136205 -5.403353 -0.435627 1.4 0.2 0.6 -0.57
V 6.251090 -5.093791 0.784100 -1.0 0.3 1.2 1.09
O 7.479332 -4.815955 1.881378 -0.8 -0.4 -1.6 -0.53
C 1.552351 5.446754 -4.142857 1.4 -0.3 1.3 -0.75
O 0.830125 4.453074 -4.423117 -0.5 0.7 -0.7 0.14
O 2.517913 5.199948 -3.236974 -1.0 -0.3 -1.0 0.14
O 1.456916 6.579793 -4.619065 -0.6 -0.2 -0.5 0.21
H 2.296042 4.254289 -3.099068 0.8 0.3 0.9 0.06
Li -5.325946 -2.519515 1.693483 -0.6 0.7 0.5 0.28
B -5.801794 2.954133 1.173370 -1.1 3.0 -2.5 -1.04
O -4.860971 2.294875 2.228598 2.5 -1.1 1.8 -0.16
C -5.281594 1.019076 2.426479 0.2 -0.7 0.8 -0.41
O -4.771328 0.241479 3.161161 0.1 -0.2 -0.2 0.14
C -6.488695 0.779122 1.536598 -1.2 1.2 -1.2 -0.39
O -7.080489 -0.264180 1.486078 0.6 -0.9 0.2 0.13
O -6.765094 1.860517 0.851396 0.9 -0.9 1.2 0.29
F -5.076987 3.312495 0.083415 0.3 -0.6 0.4 0.23
F -6.425016 4.018646 1.730785 0.1 -0.5 0.5 0.24
Mg -5.695936 -4.585069 0.202117 -0.1 -0.5 -0.4 0.67
B 4.127269 5.381339 0.141761 0.1 0.3 0.2 -1.25
F 5.478470 5.536338 -0.219868 0.0 -0.1 0.0 0.07
F 4.037934 4.939348 1.477360 0.0 -0.1 0.0 0.07
F 3.447675 6.596288 -0.005541 0.0 -0.1 0.0 0.09
F 3.533495 4.405184 -0.704158 -0.1 -0.5 -0.2 0.04
O -7.745319 -0.708799 -1.494064 0.1 -0.3 0.1 -0.05
H -7.525554 -0.843492 -0.566035 -0.2 0.2 0.1 -0.02
H -8.647557 -1.033880 -1.572920 0.0 0.1 -0.1 0.04
Br -2.957934 2.493932 2.999559 -2.0 0.5 -1.0 1.06
Li 7.875463 -0.161146 -5.494543 -0.4 0.1 0.1 0.86

---

No. 2
27
Properties=species:S:1:pos:R:3:forces:R:3:lowdin_charge:R:1 method="wB97M-V/def2-TZVPD" homo_lumo_gap_ev=7.14 energy_ev=-26760.731 multiplicity=1 charge=-1 e_homo_ev=-4.040
B 0.454209 -1.336333 2.539117 0.4 0.7 -0.5 -0.91
Cl 0.568954 -3.131666 1.997724 0.0 -1.2 0.2 0.28
H 1.149657 -1.098609 3.465673 0.6 -0.2 0.8 -0.07
H -0.649474 -0.997997 2.772314 -1.1 -0.1 0.2 -0.06
H 0.858856 -0.697931 1.632395 0.2 -0.3 -0.5 -0.09
N 0.832773 1.478294 1.439649 0.2 2.0 -0.4 0.07
C 0.622994 1.998581 0.210565 0.2 -0.5 1.0 -0.13
C 0.870755 3.321575 -0.118745 0.1 0.2 0.2 -0.09
C 1.360008 4.165978 0.872271 0.0 0.0 0.0 -0.11
C 1.584484 3.659996 2.148479 0.0 0.1 -0.3 -0.09
C 1.309849 2.321849 2.380535 -0.4 -0.8 -0.7 -0.13
H 0.237634 1.300892 -0.527261 0.0 0.0 0.0 0.10
H 0.686293 3.684868 -1.123359 0.0 0.0 0.1 0.09
H 1.564949 5.209599 0.652029 0.0 -0.1 0.0 0.09
H 1.964708 4.292262 2.942794 0.0 0.0 0.0 0.09
H 1.471978 1.878869 3.359203 0.0 0.0 -0.1 0.11
N -2.517855 -1.251642 -2.252956 0.6 -0.6 -0.1 0.04
C -1.904647 -1.624655 -1.108320 -0.5 0.3 -0.7 -0.14
C -0.899412 -2.576467 -1.047464 0.1 -0.2 -0.2 -0.07
C -0.499215 -3.187659 -2.231011 -0.1 0.1 0.0 -0.08
C -1.113208 -2.826084 -3.425747 0.0 0.0 0.2 -0.10
C -2.106786 -1.861127 -3.386095 -0.3 0.4 0.7 -0.19
H -2.254179 -1.121652 -0.211394 0.1 -0.1 0.0 0.11
H -0.440032 -2.835270 -0.100232 0.0 0.1 0.0 0.00
H 0.284752 -3.939308 -2.222644 -0.1 0.1 0.0 0.10
H -0.824448 -3.284155 -4.364925 0.0 0.0 0.0 0.09
H -2.613596 -1.542211 -4.292597 0.0 0.0 0.0 0.09

---

No. 3
30
Properties=species:S:1:pos:R:3:forces:R:3:lowdin_charge:R:1 method="wB97M-V/def2-TZVPD" homo_lumo_gap_ev=8.53 energy_ev=-22693.677 multiplicity=1 charge=+2 e_homo_ev=-17.461
Be 0.018860 0.531991 -2.155386 -0.6 -1.3 1.1 -0.09
C -0.222845 2.307453 -1.839793 -0.5 5.9 1.3 0.11
O -0.411511 3.433102 -1.660205 0.8 -5.2 -0.8 0.28
C 0.075097 2.032923 -4.627695 -0.6 3.1 -3.8 0.07
O -0.078404 2.767162 -5.506062 0.6 -3.0 3.4 0.15
C -1.694804 0.287499 -2.888743 -4.7 -2.5 -0.2 0.12
O -2.769842 -0.114516 -2.971605 4.5 1.9 0.1 0.27
C 1.584756 0.103854 -2.915827 5.3 -0.4 -2.4 0.12
O 2.650283 -0.059705 -3.323150 -4.7 0.5 1.9 0.27
H -0.072932 -2.027737 -4.057889 0.0 0.2 -0.2 0.07
H -0.075619 -1.586043 -4.668982 0.0 -0.2 0.2 0.07
O -0.086712 -0.573223 -0.989331 0.4 0.9 -0.4 -0.06
C 0.324065 -0.675039 0.239283 -0.6 -1.5 0.3 -0.32
C 1.041299 0.427376 0.936058 0.1 -0.2 0.0 -0.08
C 0.064375 1.178335 1.863309 0.1 0.5 0.0 -0.17
C -0.121634 0.445937 3.183062 -0.2 -0.1 0.3 -0.19
C -0.809502 -0.919865 3.082500 -0.1 -0.2 0.0 -0.16
C 0.000023 -2.001424 2.352486 0.4 0.2 0.7 -0.12
N 0.041811 -1.806782 0.882077 0.0 0.8 -0.5 0.15
H 1.838595 -0.047898 1.527070 -0.1 0.3 0.0 0.15
H 1.544181 1.090068 0.209820 -0.3 -0.3 0.1 0.12
H 0.478071 2.175619 2.048872 0.0 -0.2 0.0 0.13
H -0.909475 1.350660 1.372925 0.2 -0.2 0.0 0.13
H 0.853314 0.318305 3.666043 0.0 0.0 -0.1 0.13
H -0.694945 1.081638 3.863031 0.0 -0.1 -0.1 0.13
H -0.984534 -1.288829 4.105258 0.0 0.1 -0.4 0.13
H -1.795839 -0.830032 2.605493 0.1 0.0 0.1 0.13
H 1.013820 -2.024877 2.783194 -0.1 -0.1 -0.4 0.14
H -0.432412 -2.996725 2.527656 0.1 0.4 -0.2 0.14
H -0.367540 -2.579227 0.356521 0.0 0.5 -0.1 0.18